Record 1
Molecular formula: C6H9CdN2O3S
Method: DFT, ωB97M-V/def2-TZVPD

```
22
C6H9CdN2O3S | OMol25 | ωB97M-V/def2-TZVPD
Cd -1.45 2.98 -1.26
S 1.39 -0.85 3.61
O 1.82 3.76 -0.10
O -0.29 0.27 -0.40
O -0.30 3.09 0.30
N 1.06 0.70 -0.42
N 0.60 1.21 1.93
C -1.47 -1.72 -1.06
C 1.39 1.52 0.72
C 1.03 0.35 2.68
C -1.01 -2.44 0.21
C -0.54 -0.61 -1.53
C 1.04 2.94 0.27
H -2.45 -1.27 -0.87
H -1.05 -0.03 -2.30
H -0.47 -3.35 -0.02
H 2.46 1.45 0.92
H 1.69 -0.09 -0.52
H -0.35 -1.82 0.82
H -1.87 -2.66 0.83
H 0.39 -1.00 -1.93
H -1.62 -2.43 -1.87
```

* gap between HOMO and LUMO: 0.1558 hartree
* HOMO: -12.355 eV
* charge: +1

***

Record 2
Molecular formula: C6H9Cl
Method: DFT, ωB97M-V/def2-TZVPD

```
16
C6H9Cl | OMol25 | ωB97M-V/def2-TZVPD
Cl -1.99 -1.76 -0.10
C -0.60 0.46 1.08
C -0.69 0.50 -0.92
C 0.79 -1.42 0.28
C 2.11 -1.05 -0.25
C -0.99 1.67 0.08
C -0.56 -0.60 0.10
H 2.57 0.05 -0.87
H 0.90 -2.50 1.01
H -1.07 0.40 2.05
H 2.88 -1.71 -0.18
H 0.19 0.62 -1.61
H -1.96 2.00 -0.09
H -1.76 0.15 -1.51
H 0.63 0.57 1.17
H -0.46 2.61 -0.25
```

* gap between HOMO and LUMO: 0.3807 hartree
* relative energy (zero: lowest compared OMol25 entry of this formula, charge and spin): 457.7 kJ/mol
* HOMO: -9.538 eV

***

Record 3
Molecular formula: C6H9Cl
Method: DFT, ωB97M-V/def2-TZVPD

```
16
C6H9Cl | OMol25 | ωB97M-V/def2-TZVPD
Cl -0.19 1.67 1.92
C -0.72 -0.46 -1.32
C 0.12 -1.18 -2.34
C -1.14 0.54 0.91
C 0.85 -0.90 0.59
C 1.46 -1.31 -2.34
C -0.29 -0.22 -0.08
H -1.76 -0.31 -1.62
H 0.75 -0.96 1.72
H 2.17 -0.90 -1.63
H -2.07 0.97 0.55
H 1.78 -0.40 0.37
H 1.90 -1.83 -3.19
H 0.85 -1.93 0.30
H -1.53 -0.21 1.63
H -0.48 -1.47 -3.20
```

* gap between HOMO and LUMO: 0.3460 hartree
* relative energy (zero: lowest compared OMol25 entry of this formula, charge and spin): 55.1 kJ/mol
* HOMO: -8.763 eV
* structure (SMILES): C=C/C=C(\C)CCl

***

Record 4
Molecular formula: C6H9Cl2ErO4PTi
Method: DFT, ωB97M-V/def2-TZVPD

```
24
C6H9Cl2ErO4PTi | OMol25 | ωB97M-V/def2-TZVPD
Er 0.16 1.10 -1.83
Ti 0.45 0.63 -4.94
Cl 2.14 0.12 -3.18
Cl -1.46 1.07 -3.80
P 0.51 2.22 1.61
O 0.20 1.97 0.09
O -0.54 -1.57 0.33
O 0.52 -1.26 -7.42
O -0.26 1.62 -7.85
C 0.43 -0.49 -6.52
C -0.35 -0.84 -0.53
C 2.01 1.39 2.08
C -0.03 1.20 -6.76
C -0.80 1.68 2.70
C 0.73 3.98 1.81
H -0.21 4.53 1.61
H 1.05 4.16 2.85
H -1.68 2.32 2.63
H 2.16 1.51 3.17
H 1.93 0.33 1.82
H -0.43 1.73 3.73
H -1.09 0.65 2.49
H 1.49 4.34 1.12
H 2.84 1.86 1.53
```

* gap between HOMO and LUMO (alpha / beta): 0.1675 / 0.1758 hartree
* multiplicity: 5
* HOMO (alpha / beta): -23.735 / -23.740 eV
* charge: +4

***

Record 5
Molecular formula: C6H9Cl2N2O
Method: DFT, ωB97M-V/def2-TZVPD

```
20
C6H9Cl2N2O | OMol25 | ωB97M-V/def2-TZVPD
Cl -3.68 -0.37 -1.17
Cl -4.73 0.67 1.41
O 2.22 0.09 -1.27
N -1.78 -1.90 1.11
N 0.34 -1.15 0.12
C -2.71 -0.89 1.36
C -0.52 -2.01 0.57
C 1.10 2.18 -1.18
C 0.31 0.21 0.07
C 1.25 0.77 -0.68
C -3.55 -0.30 0.57
H 2.91 0.52 -1.83
H 1.21 -1.47 -0.35
H 1.92 2.34 -1.92
H -2.79 -0.84 2.45
H -2.08 -2.68 1.69
H -0.10 -3.03 0.63
H 1.15 2.95 -0.40
H -0.53 0.74 0.31
H 0.04 2.31 -1.49
```

* gap between HOMO and LUMO: 0.3274 hartree
* relative energy (zero: lowest compared OMol25 entry of this formula, charge and spin): 274.2 kJ/mol
* HOMO: -12.402 eV
* charge: +1
* structure (SMILES): C/C(O)=C/N/C=[NH+]\C=C(Cl)Cl

***

Record 6
Molecular formula: C6H9Cl2N3O
Method: DFT, ωB97M-V/def2-TZVPD

```
21
C6H9Cl2N3O | OMol25 | ωB97M-V/def2-TZVPD
Cl -3.68 2.78 -0.63
Cl -1.20 -3.34 -0.23
O 0.50 -1.13 -0.23
N -0.88 -0.70 -0.17
N -2.63 0.76 0.84
N -2.55 1.93 0.65
C 2.84 -0.22 0.16
C 3.54 1.11 -0.19
C -1.70 -1.68 -0.13
C 1.37 -0.02 -0.25
C -3.08 -1.40 -0.05
C -3.45 -0.24 0.51
H -3.75 -2.13 -0.27
H 4.58 1.16 -0.63
H 3.62 1.68 0.86
H 0.84 0.79 0.50
H 2.82 -0.52 1.31
H 2.90 1.66 -0.95
H 3.17 -1.01 -0.48
H 1.28 0.47 -1.32
H -4.56 0.07 0.72
```

* gap between HOMO and LUMO: 0.3091 hartree
* HOMO: -9.273 eV
* structure (SMILES): CCCO/N=C(Cl)/C=C\N=N/Cl

***

Record 7
Molecular formula: C6H9Cl3MoN2O5S6Sb
Method: DFT, ωB97M-V/def2-TZVPD

```
33
C6H9Cl3MoN2O5S6Sb | OMol25 | ωB97M-V/def2-TZVPD
Sb 0.87 -3.74 0.79
Mo 0.61 0.00 0.45
Cl -2.90 -3.22 1.24
Cl -5.07 -1.41 0.70
Cl -3.36 -0.98 3.00
S 2.43 1.49 1.19
S 1.38 -0.59 -1.40
S 0.92 -5.17 2.59
S 1.30 -1.45 2.01
S 2.17 3.23 -1.35
S 3.11 -4.39 0.65
O -2.94 0.48 0.12
O -1.43 3.09 2.72
O -1.27 -1.02 0.39
O 4.17 3.16 0.20
O -0.53 1.11 2.11
N -0.92 2.71 0.58
N -0.56 1.79 -0.41
C 5.02 2.68 1.24
C 2.94 2.66 0.01
C -3.41 -1.54 1.31
C -2.46 -0.57 0.51
C -0.94 2.24 1.83
C -1.43 2.60 4.08
H 5.95 3.21 1.10
H -0.43 2.28 4.36
H -1.76 3.44 4.68
H -2.11 1.76 4.16
H -1.37 3.57 0.34
H -1.41 1.42 -0.85
H 0.13 2.21 -1.03
H 4.60 2.91 2.22
H 5.17 1.60 1.16
```

* gap between HOMO and LUMO (alpha / beta): 0.2213 / 0.2282 hartree
* relative energy (zero: lowest compared OMol25 entry of this formula, charge and spin): 59.4 kJ/mol
* multiplicity: 3
* HOMO (alpha / beta): -4.626 / -4.630 eV
* charge: -1

***

Record 8
Molecular formula: C6H9ClN2O
Method: DFT, ωB97M-V/def2-TZVPD

```
19
C6H9ClN2O | OMol25 | ωB97M-V/def2-TZVPD
Cl -1.71 1.30 -0.22
O 1.32 -1.04 1.91
N -3.01 0.04 -2.11
N 1.57 1.12 -1.11
C -0.48 0.24 -2.34
C -1.70 0.45 -1.68
C 1.23 0.68 0.17
C 1.30 -0.58 0.62
C 0.64 -0.42 2.87
C 0.86 0.98 -2.14
H 0.74 0.73 2.79
H -0.61 -0.42 -3.15
H 0.98 -0.74 3.79
H 1.09 1.31 -3.15
H -2.99 -0.85 -2.60
H -3.72 -0.13 -1.48
H 1.39 -1.42 -0.17
H -0.45 -0.60 2.84
H 1.00 1.54 0.80
```

* gap between HOMO and LUMO: 0.3211 hartree
* relative energy (zero: lowest compared OMol25 entry of this formula, charge and spin): 241.5 kJ/mol
* HOMO: -8.048 eV
* structure (SMILES): CO/C=C/N=C\C=C(\N)Cl

***

Record 9
Molecular formula: C6H9ClNP
Method: DFT, ωB97M-V/def2-TZVPD

```
18
C6H9ClNP | OMol25 | ωB97M-V/def2-TZVPD
Cl -3.97 -0.51 0.38
P 1.70 -1.00 1.44
N 0.60 0.14 1.05
C -2.52 -0.95 -0.42
C 2.65 -1.16 -0.21
C -1.56 -0.09 -0.71
C -0.59 1.95 0.24
C -1.61 1.33 -0.39
C 0.58 1.32 0.64
H 2.17 -1.95 -0.87
H 1.54 1.79 0.42
H 3.71 -1.21 -0.17
H -0.61 -0.37 -1.15
H -2.35 1.98 -0.80
H -2.42 -2.02 -0.51
H -0.52 2.94 0.42
H 0.87 -2.07 1.28
H 2.32 -0.13 -0.64
```

* gap between HOMO and LUMO: 0.3115 hartree
* relative energy (zero: lowest compared OMol25 entry of this formula, charge and spin): 5.7 kJ/mol
* HOMO: -8.264 eV
* structure (SMILES): CP/N=C/C=C\C=C/Cl

***

Record 10
Molecular formula: C6H9F
Method: DFT, ωB97M-V/def2-TZVPD

```
16
C6H9F | OMol25 | ωB97M-V/def2-TZVPD
F -0.92 -1.01 1.23
C -1.44 1.67 0.40
C -0.82 0.60 -0.44
C 2.15 0.28 0.01
C 2.16 0.01 1.17
C 0.01 -1.75 -0.83
C -0.56 -0.63 -0.03
H -0.67 2.26 0.89
H 0.82 -2.23 -0.29
H -2.04 2.33 -0.22
H -2.08 1.22 1.16
H -0.52 0.86 -1.44
H 2.03 -0.26 2.18
H -0.76 -2.50 -1.03
H 2.27 0.54 -1.00
H 0.38 -1.38 -1.78
```

* gap between HOMO and LUMO: 0.3607 hartree
* relative energy (zero: lowest compared OMol25 entry of this formula, charge and spin): 211.8 kJ/mol
* HOMO: -8.758 eV
* structure (SMILES): C/C=C(/C)F.C#C

***

Record 11
Molecular formula: C6H9F
Method: DFT, ωB97M-V/def2-TZVPD

```
16
C6H9F | OMol25 | ωB97M-V/def2-TZVPD
F -1.29 -2.58 -0.76
C -0.59 0.91 -0.63
C 0.60 1.39 -0.54
C 1.83 1.87 -1.27
C -0.37 -2.54 1.27
C -1.44 -2.74 0.54
C -0.31 1.74 0.55
H 1.67 2.84 -1.65
H -1.34 0.39 -1.10
H 0.51 -2.07 0.94
H 1.93 1.01 -2.00
H -2.34 -3.32 0.89
H 2.81 1.74 -0.75
H -0.82 2.76 0.63
H -0.50 1.32 1.57
H -0.33 -2.70 2.31
```

* gap between HOMO and LUMO: 0.3625 hartree
* relative energy (zero: lowest compared OMol25 entry of this formula, charge and spin): 366.2 kJ/mol
* HOMO: -8.784 eV
* structure (SMILES): CC1=CC1.C=CF

***

Record 12
Molecular formula: C6H9F2GaNO5S2
Method: DFT, ωB97M-V/def2-TZVPD

```
26
C6H9F2GaNO5S2 | OMol25 | ωB97M-V/def2-TZVPD
Ga -0.54 0.71 1.52
S -2.24 -0.79 -0.11
S -4.01 -1.37 -2.10
F -0.74 -2.72 -0.94
F -0.14 -0.83 -1.75
O 1.43 2.66 0.44
O -4.98 -0.58 -2.86
O -0.75 -1.02 2.27
O -2.07 0.66 0.33
O 1.11 -0.12 0.64
N -2.78 -0.51 -1.72
C -0.51 -1.44 -0.62
C 1.84 1.79 -0.61
C 0.12 2.87 0.60
C 2.22 0.43 -0.08
C 0.76 -1.46 0.51
C 0.21 -1.91 1.85
H 2.72 2.25 -1.09
H -0.19 -2.94 1.71
H 2.48 -0.21 -0.93
H -0.12 3.64 1.33
H 1.57 -2.08 0.09
H 1.07 -2.00 2.54
H -0.53 2.74 -0.28
H 3.06 0.50 0.61
H 1.03 1.71 -1.35
```

* gap between HOMO and LUMO (alpha / beta): 0.3198 / 0.2375 hartree
* multiplicity: 2
* HOMO (alpha / beta): -17.824 / -17.939 eV
* charge: +2